Formula: C44H34F9N5O3P2PtS2Se
Source: the OMol25 dataset
Level of theory: wB97M-V/def2-TZVPD

Calculated values
* LUMO energy: -0.774 eV
* relative energy (zero: lowest compared OMol25 entry of this formula, charge and spin): 54.97 kJ/mol

Geometry as ORCA input:
```
! wB97M-V def2-TZVPD RIJCOSX def2/J DEFGRID3
* xyz 0 1
Pt -0.6068 0.3613 0.1665
F 1.9189 -2.4475 -2.7092
C 1.6122 -1.2664 -2.1603
F 2.2753 -0.3260 -2.8377
F 0.3020 -1.0638 -2.3649
C 1.9517 -1.2032 -0.6340
O 1.3676 -0.1718 0.0258
C 3.4905 -0.9871 -0.4821
F 4.1995 -1.7931 -1.2833
F 3.8764 -1.2205 0.7782
F 3.8204 0.2726 -0.7715
C 1.5600 -2.5640 0.0107
F 2.3258 -3.5890 -0.3697
F 0.2870 -2.8563 -0.3337
F 1.6122 -2.4881 1.3373
Se 0.0499 0.5156 4.0247
N -0.4032 -0.6238 2.7357
C -0.6244 -1.7855 3.3197
C -1.0264 -2.9845 2.6501
C -1.1352 -4.1248 3.3664
C -0.9077 -4.1606 4.7857
C -0.5770 -3.0473 5.4737
C -0.4173 -1.8177 4.7545
N -0.0558 -0.6839 5.3166
H -1.2399 -2.9530 1.5932
H -1.4188 -5.0439 2.8680
H -1.0232 -5.1030 5.3052
H -0.4219 -3.0491 6.5434
N -6.3784 -5.6549 -0.6205
C -5.9604 -4.6099 0.1854
C -6.6090 -3.3738 0.1413
C -6.1640 -2.3175 0.9151
C -5.0571 -2.4758 1.7387
C -4.4175 -3.7068 1.8052
C -4.8609 -4.7639 1.0359
S -4.4571 -1.1202 2.6934
O -3.8446 -1.6465 3.8820
O -5.5657 -0.1997 2.8295
N -3.2713 -0.4816 1.8013
C -3.5367 0.3536 0.8251
S -5.1094 0.9490 0.3083
C -4.3905 1.7004 -1.0747
C -3.0625 1.5426 -1.0556
N -2.5577 0.8357 0.0245
H -7.3172 -5.6034 -0.9760
H -6.0975 -6.5794 -0.3436
H -7.4744 -3.2470 -0.4986
H -6.6885 -1.3728 0.8995
H -3.5821 -3.8283 2.4785
H -4.3609 -5.7241 1.0941
H -4.9796 2.2139 -1.8150
H -2.3869 1.8864 -1.8185
C -0.8268 3.8053 -0.2795
P 0.2796 2.3520 -0.2532
C 1.0151 2.3899 -1.9152
C 0.2399 1.9820 -2.9987
C 0.7228 2.0988 -4.2911
C 1.9969 2.6016 -4.5113
C 2.7858 2.9796 -3.4358
C 2.2972 2.8818 -2.1406
C 1.5969 2.8410 0.9007
C 2.0490 4.1638 0.8587
C 3.0688 4.5872 1.6917
C 3.6457 3.6990 2.5900
C 3.1977 2.3902 2.6457
C 2.1809 1.9585 1.8041
P -1.1882 4.6928 1.3240
C -1.7136 6.3042 0.6259
C -2.2175 6.5051 -0.6583
C -2.6078 7.7696 -1.0756
C -2.5083 8.8509 -0.2116
C -2.0108 8.6645 1.0697
C -1.6094 7.4017 1.4800
C -2.7771 4.0044 1.9071
C -2.6869 2.9848 2.8535
C -3.8164 2.4893 3.4813
C -5.0590 3.0294 3.1823
C -5.1626 4.0507 2.2490
C -4.0302 4.5355 1.6085
H -1.7299 3.5462 -0.8300
H -0.2836 4.5296 -0.8944
H -0.7265 1.5272 -2.8310
H 0.1127 1.7737 -5.1237
H 2.3815 2.6805 -5.5198
H 3.7898 3.3478 -3.6011
H 2.9283 3.1666 -1.3099
H 1.6166 4.8798 0.1713
H 3.4050 5.6145 1.6444
H 4.4401 4.0310 3.2459
H 3.6385 1.6898 3.3433
H 1.8539 0.9323 1.8423
H -2.3206 5.6741 -1.3450
H -2.9964 7.9087 -2.0764
H -2.8156 9.8361 -0.5376
H -1.9267 9.5036 1.7481
H -1.2087 7.2608 2.4775
H -1.7142 2.5864 3.1134
H -3.7285 1.6834 4.1985
H -5.9437 2.6361 3.6645
H -6.1319 4.4713 2.0123
H -4.1253 5.3419 0.8921
*
```



Formula: C3H11NO3
Source: the OMol25 dataset
Level of theory: wB97M-V/def2-TZVPD

Calculated values
* LUMO energy: 0.014 eV
* relative energy (zero: lowest compared OMol25 entry of this formula, charge and spin): 344.39 kJ/mol
* SMILES string: C=CN=C.O.O.O

Geometry as ORCA input:
```
! wB97M-V def2-TZVPD RIJCOSX def2/J DEFGRID3
* xyz 0 1
C -0.4928 -0.0898 -1.7875
C -1.6628 0.2236 -1.2115
C 0.5108 1.9239 -1.5386
N 0.6504 0.7447 -2.0207
H -0.4360 -1.0174 -2.3720
H -1.7127 1.0922 -0.5565
H -2.6153 -0.1641 -1.5504
H 1.3125 2.3414 -0.9246
H -0.4290 2.4777 -1.6804
H 1.6248 -0.6854 -0.5066
H 2.5997 -1.7629 -0.0958
O 1.6878 -1.4900 0.0311
H -1.9245 0.4607 1.7306
H -0.7031 0.2517 2.5208
O -0.9885 0.6913 1.7064
H 0.9304 -2.1263 3.4050
H 1.0474 -1.4626 1.9954
O 0.6010 -1.4087 2.8551
*
```



Formula: C15H25AlCl2NO2P
Source: the OMol25 dataset
Level of theory: wB97M-V/def2-TZVPD

Calculated values
* LUMO energy (spin up / spin down): -10.760 / -11.077 eV
* relative energy (zero: lowest compared OMol25 entry of this formula, charge and spin): 97.69 kJ/mol

Geometry as ORCA input:
```
! wB97M-V def2-TZVPD RIJCOSX def2/J DEFGRID3
* xyz 2 1
C -0.0468 -3.1991 -2.5642
C 0.5554 -2.7465 -1.2791
H 0.0137 -4.2966 -2.5943
H 0.5530 -2.7936 -3.3899
H -1.0944 -2.8846 -2.6844
O 1.6191 -3.1517 -0.8348
Cl -1.2769 1.6866 -2.6937
Al -0.2658 0.1535 -1.5769
P -2.6200 -0.0892 -0.4662
C -3.1371 -0.8978 1.0856
C -3.3894 1.5545 -0.2149
H -3.5811 -0.3646 -2.6716
H -4.7009 -0.9500 -1.3893
H -3.2915 -1.9401 -1.8806
C -3.6568 -0.9172 -1.7260
H -3.5794 2.0285 -1.1835
H -4.3222 1.4413 0.3536
H -4.2035 -0.7087 1.2647
H -2.5516 -0.4697 1.9088
H -2.6902 2.1825 0.3511
H -2.9455 -1.9731 1.0389
C -0.2483 -1.6890 -0.5075
O -0.5627 -1.9742 0.6466
Cl 1.6816 -0.2033 -2.4886
C 3.6871 0.5890 0.6197
N 2.6450 -0.4752 0.7023
C 3.2633 -1.7749 1.0976
C 1.5399 -0.0737 1.6736
C 0.8819 1.1989 1.2414
C 0.7839 2.1983 2.2286
C 0.5260 3.5174 1.8620
C 0.3639 3.8203 0.5129
C 0.4193 2.7868 -0.4378
C 0.4407 1.4359 -0.0759
H 4.0253 0.8144 1.6359
H 3.2727 1.4773 0.1403
H 4.5207 0.1928 0.0253
H 2.2272 -0.5739 -0.2531
H 3.5417 -1.7179 2.1541
H 2.5348 -2.5700 0.9173
H 4.1449 -1.9357 0.4700
H 0.8317 -0.9028 1.7587
H 2.0372 0.0462 2.6469
H 0.9706 1.9225 3.2698
H 0.4826 4.2972 2.6215
H 0.2006 4.8456 0.1755
H 0.4006 3.0835 -1.4904
*
```



Formula: C6H14O
Source: the OMol25 dataset
Level of theory: wB97M-V/def2-TZVPD

Calculated values
* LUMO energy: 0.691 eV
* relative energy (zero: lowest compared OMol25 entry of this formula, charge and spin): 394.71 kJ/mol
* SMILES string: C=C(C)CCC.O

Geometry as ORCA input:
```
! wB97M-V def2-TZVPD RIJCOSX def2/J DEFGRID3
* xyz 0 1
C 1.2177 1.0032 -2.4009
C -0.0489 0.5152 -1.7943
C -0.0287 0.0116 -0.3640
C -1.1146 -1.0612 -0.2468
C -2.3372 -1.1040 -0.8430
C -0.6659 -2.2461 0.7479
H 0.9089 1.6988 -3.1905
H 1.5974 -0.0639 -2.6684
H 2.0398 1.4046 -1.8767
H -0.9374 1.3408 -1.6922
H -0.3877 -0.4806 -2.3783
H 0.8699 -0.3426 0.0884
H -0.5177 0.8717 0.1418
H -3.0935 -1.8243 -0.9146
H -2.8041 -0.2315 -1.2533
H -1.5864 -2.1515 1.5155
H -0.5742 -3.2288 0.2237
H 0.3869 -2.2204 1.0594
H 2.5918 3.1163 5.8237
H 1.8980 2.6734 4.6441
O 2.5859 2.3194 5.3785
*
```



- What is the formula in the fourth record?
  C6H14O



- What is the relative energy (zero: lowest compared OMol25 entry of this formula, charge and spin) in the first record?
  54.97 kJ/mol